Computed, not measured: 2 unconnected molecules or ions with the total composition C4H12 in a non-equilibrium geometry, with ωB97M-V/def2-TZVPD.

Last column: Löwdin spin population.
CARTESIAN COORDINATES (ANGSTROEM)
C (-1.26112, 1.52660, 0.81331)  0.110
C (-2.48275, 0.57877, 0.42640)  0.152
H (-0.64726, 1.75739, -0.01435)  0.021
H (-1.45558, 2.41350, 1.31876)  0.010
H (-0.75194, 0.90998, 1.53913)  0.025
H (-2.45139, -0.12774, -0.41256)  0.040
H (-3.41807, 1.14505, 0.23423)  0.014
H (-2.62252, -0.12120, 1.39706)  0.030
C (1.44272, -0.53430, -0.35882)  0.233
C (2.32568, -1.51398, -0.82596)  0.178
H (1.28357, -0.47985, 0.68264)  0.037
H (1.63907, 0.59586, -0.79693)  0.039
H (0.50165, -0.65516, -0.86983)  0.038
H (3.38320, -1.65754, -0.30808)  0.019
H (2.75014, -1.40590, -1.87222)  0.025
H (1.76461, -2.43147, -0.95279)  0.028

Forces on atoms 1 to 3 (eV/Å):
-1.1 -3.2 -0.7
-0.7 -0.2 2.5
0.9 0.1 -0.9

HOMO energy (alpha / beta) ... 1.48 / -6.96 eV
Spin multiplicity ... 2
Relative energy (zero: lowest compared OMol25 entry of this formula, charge and spin) ... 36.6 kcal per mole
⟨S²⟩ ... 0.750
Electronic energy ... -4339.44812 eV
Net charge ... -1
Kohn-Sham gap (alpha / beta) ... 2.78 / 11.41 eV

***

Computed, not measured: a molecular structure, C15H10Co2O9 in a non-equilibrium geometry, with ωB97M-V/def2-TZVPD.

Last column: natural (NBO) charge in e.
CARTESIAN COORDINATES (ANGSTROEM)
C (0.50234, 1.76471, -3.09765)  -0.621
C (0.53891, 0.30462, -2.94011)  -0.436
C (-0.69018, -0.44103, -2.94197)  0.506
O (-1.77672, 0.07164, -3.20189)  -0.714
C (-0.54406, -1.92190, -2.56685)  -0.526
C (0.66856, -2.47010, -3.27065)  -0.047
O (1.88328, -1.72837, -2.96411)  -0.548
C (1.84067, -0.37320, -2.85305)  0.757
O (2.87922, 0.23875, -2.65152)  -0.713
H (1.51530, 2.14111, -3.26811)  0.215
H (-0.13654, 2.04154, -3.94684)  0.194
H (0.09080, 2.22588, -2.18856)  0.195
H (-0.47837, -2.02139, -1.46624)  0.227
H (-1.43296, -2.45265, -2.91757)  0.204
H (0.88503, -3.50329, -2.98697)  0.168
H (0.52492, -2.44735, -4.36075)  0.158
O (0.83996, -3.26619, 3.09293)  -0.570
C (0.37814, -2.22102, 3.27344)  0.549
Co (-0.32423, -0.64730, 3.52406)  -0.034
C (-1.85076, -1.03781, 2.75016)  0.449
O (-2.85363, -1.38678, 2.28893)  -0.566
C (-0.58047, -0.81556, 5.24503)  0.440
O (-0.73963, -0.98953, 6.37580)  -0.586
C (0.96756, 0.41496, 2.46160)  -0.528
C (0.62107, 0.67983, 1.14894)  -0.089
C (0.70842, 0.46008, -0.16976)  -0.532
Co (-0.32352, 1.66788, 2.30036)  -0.101
C (-1.71794, 1.34679, 1.27928)  0.536
O (-2.57674, 1.12279, 0.53749)  -0.529
C (0.06532, 3.35566, 1.80420)  0.572
O (0.31229, 4.43512, 1.48350)  -0.550
C (-1.08783, 1.89590, 3.91295)  0.484
O (-1.57817, 2.29135, 4.88466)  -0.581
H (1.98985, 0.44322, 2.85321)  0.193
H (-0.18718, 0.58013, -0.77502)  0.203
H (1.66729, 0.24152, -0.64897)  0.223

Forces on atoms 1 to 3 (eV/Å):
0.0 0.5 -0.1
0.4 -2.8 -1.1
2.4 0.6 -0.2

HOMO energy ... -0.87 eV
Spin multiplicity ... 1
Relative energy (zero: lowest compared OMol25 entry of this formula, charge and spin) ... 8.9 kcal per mole
Electronic energy ... -109396.09177 eV
Net charge ... -2
Kohn-Sham gap ... 5.91 eV

***

Computed, not measured: a molecular structure, C30H23Br2N5O4Tb in a non-equilibrium geometry, with ωB97M-V/def2-TZVPD.

Last column: Löwdin spin population.
CARTESIAN COORDINATES (ANGSTROEM)
Tb (0.16016, -1.15022, 0.44289)  6.110
C (2.77318, -2.21824, -1.77581)  0.000
O (1.73790, -1.24579, -1.53873)  -0.012
C (1.50176, -0.30691, -2.52395)  -0.001
C (2.23406, -0.27727, -3.70087)  0.000
C (1.95832, 0.68417, -4.66322)  -0.001
C (0.95608, 1.61550, -4.44933)  0.000
C (0.23381, 1.58698, -3.26807)  -0.001
C (0.48961, 0.63121, -2.29446)  -0.001
N (-0.22053, 0.58389, -1.03811)  -0.020
N (-0.95028, 1.59742, -0.84568)  0.002
C (-1.64422, 1.88861, 0.28605)  0.000
C (-1.63170, 1.17074, 1.51414)  0.001
O (-1.06278, 0.00476, 1.63363)  -0.016
C (-2.23161, 1.74401, 2.66364)  0.000
C (-2.88378, 2.92884, 2.58852)  0.002
C (-3.00240, 3.65842, 1.36711)  0.000
C (-3.72138, 4.86890, 1.32237)  0.000
C (-3.84020, 5.56351, 0.14990)  0.000
C (-3.23573, 5.05516, -1.01034)  0.000
C (-2.52744, 3.87858, -0.98445)  0.000
C (-2.39085, 3.14845, 0.21027)  0.000
H (3.73361, -1.71314, -1.86862)  0.000
H (2.55029, -2.78426, -2.67851)  0.000
H (2.78007, -2.88249, -0.91695)  0.000
H (3.02156, -0.99173, -3.87898)  0.000
H (2.53592, 0.69744, -5.57834)  0.000
H (0.73703, 2.36757, -5.19614)  0.000
H (-0.54161, 2.31604, -3.08222)  0.000
H (-2.15730, 1.18778, 3.58931)  0.000
H (-3.34050, 3.34457, 3.48095)  0.000
H (-4.18068, 5.23935, 2.23168)  0.000
H (-4.39405, 6.49202, 0.11576)  0.000
H (-3.33081, 5.59693, -1.94312)  0.000
H (-2.07479, 3.50281, -1.89003)  0.000
O (2.02725, -4.42456, 0.58251)  0.002
C (1.37310, -3.65234, 1.24672)  -0.003
N (1.68272, -2.33699, 1.57663)  -0.015
C (2.99572, -1.91459, 1.72668)  0.000
O (3.94526, -2.60103, 2.00960)  -0.001
C (3.16858, -0.41228, 1.55513)  0.000
C (4.34268, 0.18592, 1.97221)  0.000
C (4.52110, 1.54007, 1.73733)  0.000
C (3.52856, 2.24422, 1.07440)  0.000
C (2.38681, 1.57118, 0.68676)  0.000
N (2.19766, 0.27313, 0.92817)  -0.015
C (-0.01117, -4.04086, 1.72643)  -0.001
C (-0.22269, -5.24586, 2.36312)  0.000
C (-1.49298, -5.51131, 2.84867)  0.001
C (-2.49756, -4.57326, 2.66259)  0.000
C (-2.20306, -3.41005, 1.97999)  0.000
N (-0.98420, -3.14386, 1.50783)  -0.014
H (5.08888, -0.42788, 2.45722)  0.000
H (5.42685, 2.03901, 2.05838)  0.000
H (3.62893, 3.29871, 0.85632)  0.000
H (1.58648, 2.08563, 0.16907)  0.000
H (0.59889, -5.93979, 2.47891)  0.000
H (-1.69576, -6.43599, 3.37447)  0.000
H (-3.49859, -4.73707, 3.03537)  0.000
H (-2.96474, -2.66522, 1.79486)  0.000
Br (-0.79296, -3.03427, -1.92084)  -0.011
C (-2.26149, -1.86485, -2.35985)  0.000
Br (-3.05580, -1.15421, -0.76284)  -0.005
H (-2.99659, -2.44862, -2.89367)  0.000
H (-1.86265, -1.04662, -2.94246)  0.000

Forces on atoms 1 to 3 (eV/Å):
0.0 -1.2 -0.3
0.0 0.1 0.1
-0.2 0.3 0.0

HOMO energy (alpha / beta) ... -10.56 / -10.57 eV
Spin multiplicity ... 7
Relative energy (zero: lowest compared OMol25 entry of this formula, charge and spin) ... 0.0 kcal per mole
⟨S²⟩ ... 12.676
Electronic energy ... -209641.69927 eV
Net charge ... +1
Kohn-Sham gap (alpha / beta) ... 6.72 / 6.73 eV

***

Computed, not measured: a molecular structure, C4H8N4 in a non-equilibrium geometry, with ωB97M-V/def2-TZVPD.

Last column: natural (NBO) charge in e.
CARTESIAN COORDINATES (ANGSTROEM)
C (-1.09822, 0.78840, -1.51452)  -0.467
C (-0.79180, -1.42906, -0.37692)  0.012
C (-0.54161, -1.77090, 0.87601)  -0.332
C (0.27368, -0.64874, 1.47294)  0.365
H (-0.48355, 1.69400, -1.25322)  0.218
H (-1.17702, 0.63941, -2.77581)  0.213
H (-2.34235, 0.96261, -1.35431)  0.207
H (-1.39489, -1.83162, -1.25506)  0.233
H (-0.51797, -2.77146, 1.43527)  0.263
H (1.85826, 0.33238, 2.21963)  0.371
H (1.89840, 0.81123, -0.52623)  0.389
H (1.33337, 2.42737, 0.71051)  0.380
N (-0.14086, -0.12339, -0.73256)  -0.279
N (1.36123, -0.62730, 2.27730)  -0.697
N (0.30678, 0.40187, 0.41880)  -0.187
N (1.45656, 1.14521, 0.37815)  -0.687

Forces on atoms 1 to 3 (eV/Å):
-1.0 1.4 -2.3
0.3 1.9 -2.5
1.5 -0.7 2.5

HOMO energy ... -7.88 eV
Spin multiplicity ... 1
Relative energy (zero: lowest compared OMol25 entry of this formula, charge and spin) ... 158.3 kcal per mole
Electronic energy ... -10231.37684 eV
Kohn-Sham gap ... 8.44 eV